ORCA calculation (ωB97M-V with the def2-TZVPD basis set) on C29H42N3O4SbSe2Si3Te2Ti as an isolated structure in a non-equilibrium geometry.

```
87
Properties=species:S:1:pos:R:3:forces:R:3
Ti 2.27537 0.53030 0.48719 0.983 0.073 -0.129
O 3.40855 -3.28256 1.43920 -0.122 -0.018 -0.198
C 3.01306 -2.01968 1.57448 0.025 0.089 0.327
O 2.36727 -1.45673 0.63013 -0.249 -0.251 0.149
C 3.28167 -1.22504 2.70514 0.001 -0.025 -0.040
C 3.88408 -1.53265 3.94481 0.024 -0.043 0.020
C 4.05210 -0.52760 4.85570 -0.007 0.071 0.032
C 3.68421 0.81000 4.53756 0.124 -0.074 0.151
C 3.16094 1.04964 3.29797 -0.082 -0.271 -0.133
N 2.91433 0.06158 2.43225 -0.204 0.158 0.368
C 2.88514 2.40479 2.68492 -0.094 -0.359 -0.341
O 2.80186 3.40426 3.37176 0.106 0.258 -0.016
O 2.75727 2.31706 1.39207 -0.421 0.099 0.596
H 3.40661 -3.42534 0.45917 0.004 -0.029 0.144
H 4.21044 -2.54424 4.14599 -0.009 0.002 -0.015
H 4.50581 -0.74618 5.81535 -0.001 0.013 -0.001
H 3.85420 1.63732 5.21138 0.014 -0.009 0.000
C -2.38147 1.96119 -1.27397 0.087 -0.159 -0.113
Sb -0.56799 0.76935 -1.76032 -0.495 0.663 0.057
C 0.69208 1.79970 -0.29281 -0.647 -0.203 0.379
C 0.00476 2.07765 1.00453 -0.108 0.048 -0.420
C -0.13869 1.08708 1.99457 0.022 0.116 0.063
C -0.61183 1.43209 3.24768 0.057 -0.293 -0.028
C -1.00073 2.73426 3.49938 -0.025 0.131 -0.038
C -0.90892 3.63360 2.44907 0.042 -0.052 -0.059
N -0.42899 3.33160 1.24792 0.035 0.068 0.049
Si 1.26463 3.40545 -1.16649 -0.225 -0.217 0.327
C 2.08336 4.69333 -0.07751 0.007 0.138 0.073
C 2.50743 3.06957 -2.50529 0.217 -0.135 -0.290
C -0.12653 4.29819 -2.08316 -0.094 0.131 -0.010
C -1.54698 -1.23956 -1.26479 0.448 -0.018 0.415
C -0.68919 -2.16742 -0.41616 -0.271 -0.096 -0.237
C -0.11377 -3.35040 -0.89414 0.032 0.027 -0.003
C 0.40305 -4.27624 -0.01045 -0.002 0.008 -0.027
C 0.35559 -4.02016 1.35004 0.036 0.070 0.049
C -0.15587 -2.79629 1.74009 0.055 -0.004 -0.033
N -0.66325 -1.90469 0.89662 0.074 -0.010 0.005
Si -3.15733 -1.22033 -0.23699 0.187 -0.040 -0.114
C -3.17705 -0.28872 1.38131 -0.050 0.149 0.177
C -4.69938 -0.67195 -1.16936 -0.076 0.025 -0.127
C -3.55674 -2.99440 0.25732 -0.031 -0.138 0.061
Si -1.78764 -1.79955 -3.06449 -0.002 -0.071 0.216
C -2.74683 -0.54530 -4.08294 -0.041 0.071 -0.113
C -2.75616 -3.40951 -3.19269 -0.110 -0.138 -0.018
C -0.21300 -2.03827 -4.02340 0.244 0.047 -0.178
H -2.03419 2.93064 -0.93161 0.050 0.102 0.003
H -3.02411 1.55441 -0.50229 -0.033 -0.076 0.072
H -2.97148 2.09069 -2.18599 0.041 0.005 -0.003
H 0.07553 0.04395 1.77880 -0.022 0.054 -0.067
H -0.69235 0.67208 4.01712 0.013 0.002 0.002
H -1.36989 3.04500 4.46753 0.000 0.009 -0.002
H -1.23430 4.66125 2.58505 -0.004 0.022 -0.026
H 3.16806 4.59595 -0.16535 -0.023 0.016 0.025
H 1.83372 4.61479 0.97662 -0.033 0.025 -0.033
H 1.78370 5.68195 -0.44656 0.056 0.004 0.013
H 3.39392 2.54896 -2.13412 -0.017 0.072 -0.023
H 2.80729 4.05623 -2.87941 0.041 -0.043 -0.062
H 2.10700 2.48168 -3.33460 0.022 0.044 0.003
H -0.83579 4.75776 -1.39149 0.013 0.001 -0.008
H -0.68136 3.65728 -2.77117 0.010 0.001 -0.035
H 0.34545 5.09174 -2.67495 -0.048 -0.012 0.022
H -0.07148 -3.55325 -1.95008 0.026 -0.003 -0.030
H 0.85089 -5.18799 -0.38765 -0.005 0.013 -0.009
H 0.75599 -4.71184 2.07812 0.008 0.007 0.003
H -0.15553 -2.51129 2.78908 -0.009 0.019 0.035
H -2.76594 0.71848 1.34295 -0.016 -0.003 0.002
H -2.60120 -0.84255 2.12268 -0.069 0.023 -0.005
H -4.22111 -0.22580 1.70902 0.010 0.042 0.050
H -4.64663 0.34865 -1.54371 -0.002 0.046 -0.030
H -5.53099 -0.72545 -0.45802 0.017 -0.006 -0.035
H -4.93582 -1.33518 -2.00408 -0.004 0.003 -0.032
H -2.83836 -3.36929 0.98933 -0.039 -0.013 -0.016
H -3.55580 -3.67699 -0.59214 -0.026 -0.034 -0.028
H -4.55268 -3.02194 0.71394 0.026 -0.001 -0.014
H -3.58789 -0.09192 -3.56903 -0.142 0.055 0.078
H -3.13048 -1.06769 -4.96713 0.006 0.040 0.019
H -2.08761 0.25578 -4.42431 -0.022 -0.035 0.001
H -3.79359 -3.28325 -2.87712 -0.040 -0.028 -0.009
H -2.31904 -4.21593 -2.59970 -0.004 0.028 -0.013
H -2.75806 -3.72396 -4.24223 -0.016 -0.002 0.042
H 0.42238 -1.15138 -3.95522 -0.012 -0.042 -0.047
H -0.49592 -2.17849 -5.07339 0.035 -0.007 -0.003
H 0.41264 -2.87816 -3.72387 0.006 -0.005 -0.046
Se 2.37667 -0.22012 -1.91826 -0.315 -0.476 -0.776
Te 3.48484 -2.44831 -2.21318 0.065 -0.083 0.010
Te 6.03588 -1.22495 -0.27850 0.009 -0.268 -0.084
Se 4.69223 0.81324 0.08634 0.986 0.704 0.079
```
Positions in Å, forces in eV/Å.

Computed properties:
- strongest force on any atom (eV/A) = 1.2
- LUMO level (spin up / spin down) (Eh) = 0.14906 / 0.14766
- Kohn-Sham gap (spin up / spin down) (eV) = 4.349 / 5.070
- highest occupied orbital energy (spin up / spin down) (eV) = -0.29 / -1.05
- DFT total energy (hartree) = -8892.8704
- 2S+1 = 3
- expectation value of S² = 2.0337
- charge = -2
- energy relative to the best compared isomer or geometry (same formula, charge and spin) (kcal per mole) = 0.00

Atom charges from the Löwdin analysis, given in e for atoms 1 to 4: 0.430 0.047 -0.539 -0.308